Molecular formula: C29H42F2N4PmSSi2
Method: DFT, wB97M-V/def2-TZVPD

Last column: Mulliken charge in e.
Cartesian coordinates (Å):
H1 1.36292 -2.80373 1.37453  0.1947
H2 -1.99181 2.71048 1.44335  0.0883
C1 4.18367 0.22763 0.14655  -1.1893
N1 2.42005 0.12982 1.93967  0.0604
H3 4.66410 -0.42010 -0.58404  0.5007
C2 1.75221 3.41459 0.39342  -0.6119
H4 -3.49055 0.59638 -0.76811  0.3124
H5 -3.12393 -0.57731 0.52451  0.1146
H6 -2.41288 -3.71004 -1.06531  0.6639
C3 -1.69805 -2.92311 -0.91596  -0.6183
F1 -3.32630 -0.83994 4.91639  -0.3635
H7 2.92348 -0.59435 -3.93802  0.5162
C4 1.51807 2.31026 2.62558  -0.5658
C5 -0.99670 -3.94381 3.40346  -0.5512
H8 -0.71734 -3.28913 -1.20425  0.1621
C6 -2.85019 -1.38674 -3.36395  -1.1800
C7 -1.22653 3.73567 -2.51775  -0.9940
C8 -2.95599 -0.03323 3.90690  0.9046
C9 -0.46737 -0.42498 -1.85604  2.3132
N2 -0.13771 -1.68301 2.19509  0.6357
H9 4.95191 0.86624 0.56515  0.5684
H10 1.58934 -0.04920 -4.84125  0.4578
C10 3.08016 2.91686 -0.14363  -0.9921
H11 2.75165 -1.52538 -1.24681  -0.2098
H12 -4.31422 -0.91435 -0.65014  0.6370
C11 1.94898 -0.15122 -3.83782  -1.3180
C12 3.51196 -0.56419 1.26068  -0.5874
C13 -2.18942 1.90715 2.13247  -0.5937
C14 -1.51474 0.69277 2.15763  0.8613
C15 -1.70960 -2.77046 3.56143  -1.3248
H13 3.09253 -1.48951 0.88549  0.1700
H14 -4.49972 1.27087 4.55191  0.5156
C16 0.16635 -2.68221 -3.98638  -1.5504
H15 3.38496 3.57276 -0.96487  0.6591
H16 2.06039 0.85045 -3.39214  0.3191
H17 -0.50973 0.96117 -4.24109  0.5236
C17 -3.35511 -0.44323 -0.52797  -0.9626
H18 -1.57930 -2.74251 0.16435  -0.1331
H19 2.46059 -3.05026 -1.89952  0.5770
H20 0.04562 2.83516 1.32545  0.0209
H21 -1.47088 3.68854 -0.36918  0.4111
H22 2.04029 -0.53493 2.59852  0.3009
H23 0.74621 -4.90482 2.56182  0.5512
F2 -4.07599 3.17376 2.73099  -0.3426
H24 1.33798 -2.53091 -0.72588  -0.0987
H25 2.81863 1.13936 3.78082  0.4518
C18 -1.91103 -0.32315 3.06301  0.0734
S1 3.06701 1.25150 -0.89172  0.2313
Si1 -2.13177 -1.27925 -1.68076  0.0732
C19 -3.70252 1.14494 3.82071  -0.8819
H26 -3.79308 -1.91694 -3.40585  0.4029
N3 -0.94360 1.81522 -1.05744  1.0987
C20 1.90124 -2.15283 -1.56921  -0.3844
H27 -2.17464 -1.89609 -4.03895  0.2478
C21 0.48114 -2.86452 2.00753  0.1736
C22 2.69942 1.39012 2.70709  -0.8882
H28 -1.50781 4.78633 -2.61162  0.4878
C23 -0.68747 1.61134 -3.38815  -0.1510
N4 1.00515 2.49124 1.24326  0.1193
C24 0.14391 -4.03039 2.64523  -1.3186
H29 3.93892 2.96372 0.53127  0.4779
C25 -0.66707 1.02238 -2.12600  -1.8985
H30 -0.23806 -2.32549 -4.92072  0.3837
C26 -3.33033 2.07622 2.91135  0.1701
H31 -0.92666 3.33151 -4.65131  0.4762
H32 -0.60870 -3.29896 -3.57587  0.4579
H33 -2.67055 -2.84762 4.04273  0.5030
H34 0.69712 1.82679 3.16876  0.1051
H35 3.64024 1.84858 2.40583  0.3199
H36 1.03074 -3.31458 -4.20632  0.3923
C27 -0.93486 2.94239 -3.62735  -1.0607
H37 1.13879 3.73843 -0.43119  0.2448
H38 1.73991 3.25240 3.10607  0.6589
H39 -3.01836 -0.32945 -3.65357  0.2950
C28 -1.22812 -1.58801 2.96319  0.1134
Pm1 0.26234 0.17199 0.48291  -0.2325
C29 -1.24578 3.12466 -1.28967  -0.7341
H40 2.02851 4.32143 0.96017  0.3126
H41 4.29974 -0.82037 1.97156  0.5101
Si2 0.81293 -1.29078 -2.86521  0.4878
H42 -1.36468 -4.84998 3.85419  0.4289

**Expectation value of S²**: 6.01
**E_tot**: -85292.5709 eV
**Spin multiplicity**: 5
**Total charge**: +1
**LUMO energy (spin up / spin down)**: -2.532 / -2.504 eV